Entry 1:
11
Properties=species:S:1:pos:R:3 method="wB97M-V/def2-TZVPD" spin_multiplicity=1 orbital_gap_ev=11.46 largest_force_ha_per_bohr=0.10784 e_homo_ev=-10.7
C 0.111 1.132 1.044
C 0.502 0.054 0.121
C -0.873 -0.730 -0.945
O 0.809 1.393 -0.164
O 1.419 -0.780 0.509
F -2.093 -0.243 -0.666
F -0.522 -0.631 -2.252
F -0.888 -2.005 -0.517
H -0.953 1.548 1.097
H 0.656 1.345 2.020
H 1.834 -1.083 -0.247


Entry 2:
11
Properties=species:S:1:pos:R:3 method="wB97M-V/def2-TZVPD" spin_multiplicity=1 orbital_gap_ev=10.89 largest_force_ha_per_bohr=0.01460 e_homo_ev=-10.2 smiles=NC1C(F)(F)C1(F)F
N -1.264 -0.922 -0.189
C -0.152 -0.110 -0.532
C 0.176 1.041 0.386
F -0.623 1.297 1.431
F 0.649 2.177 -0.154
C 1.052 -0.157 0.402
F 2.286 -0.058 -0.156
F 1.036 -0.977 1.444
H -2.138 -0.537 -0.533
H -1.170 -1.861 -0.521
H 0.149 0.107 -1.580


Entry 3:
14
Properties=species:S:1:pos:R:3 method="wB97M-V/def2-TZVPD" spin_multiplicity=1 orbital_gap_ev="7.27 / 8.45" largest_force_ha_per_bohr=0.12473 e_homo_ev="-3.6 / -4.6" charge=-1
C -0.298 -0.769 -1.753
C -0.439 0.700 -1.374
C -0.267 -0.067 1.949
O 2.056 -0.924 0.467
O 2.080 1.349 1.718
F 0.286 1.526 -2.133
F -1.730 1.091 -1.377
F -1.273 -0.656 1.300
F -0.783 1.157 2.326
F -0.097 -0.750 3.102
P 1.343 0.321 0.942
H -0.301 -0.856 -2.726
H 0.595 -1.018 -1.220
H -1.173 -1.103 -1.221


Entry 4:
10
Properties=species:S:1:pos:R:3 method="wB97M-V/def2-TZVPD" spin_multiplicity=3 orbital_gap_ev="8.29 / 4.63" largest_force_ha_per_bohr=0.10422 e_homo_ev="-7.6 / -7.5" s_squared=2.020
H 4.016 -1.924 2.192
O 2.296 -0.080 -0.272
C 3.526 -1.353 1.428
C 3.068 -0.651 0.525
Hg 0.467 0.825 -1.374
C -2.781 0.380 -0.114
O -1.904 1.086 -0.868
F -4.016 0.355 -0.640
H -2.420 -0.603 0.198
H -2.251 1.966 -1.075


Number 1: electronic energy -15404.599 eV. Number 2: electronic energy -15518.156 eV. Number 3: electronic energy -30131.835 eV. Number 4: electronic energy -14140.311 eV.